(1)
A structure of composition C13H39BF4O9Ti2 at a distorted geometry. Source: OMol25; level of theory: ωB97M-V/def2-TZVPD.

```
68
Properties=species:S:1:pos:R:3:forces:R:3:lowdin_charge:R:1
Ti -3.870 -13.978 17.222 -0.27 0.07 0.63 0.91
Ti -2.034 -11.704 19.811 -1.27 0.14 0.36 0.83
C -5.970 -13.282 20.802 -0.35 0.03 0.62 0.03
C -5.085 -13.655 19.650 -0.86 0.20 1.83 -0.71
O -5.198 -14.791 19.195 0.24 -1.34 -1.54 -0.05
O -4.286 -12.807 19.199 1.50 0.99 -1.05 -0.15
H -5.559 -12.457 21.383 -0.10 0.01 -0.19 0.06
H -6.148 -14.127 21.467 0.27 -0.10 -0.03 0.09
H -6.963 -13.044 20.419 0.06 0.31 -0.13 0.08
B -1.819 -11.967 16.997 1.50 0.75 -2.17 -1.44
F -0.749 -11.871 16.159 0.36 0.23 0.05 0.20
F -2.015 -10.834 17.757 -0.01 1.12 1.19 0.10
F -2.953 -12.195 16.256 -1.81 -0.66 -0.87 0.10
F -1.671 -13.038 17.846 0.15 -1.47 1.76 0.07
C -5.143 -9.858 24.422 0.44 -0.07 -0.51 -0.08
O -5.271 -10.716 23.272 -0.57 0.01 0.55 -0.18
H -5.398 -10.418 25.322 -0.04 0.24 0.08 0.09
H -4.091 -9.574 24.439 -0.11 0.11 0.24 0.10
H -5.763 -8.975 24.266 0.02 0.03 0.34 0.09
H -6.200 -10.952 23.233 -0.09 -0.32 -0.29 0.11
C -8.899 -15.265 20.362 1.23 0.43 -0.24 -0.20
O -10.198 -15.416 19.925 -1.56 -0.38 -0.15 -0.10
H -8.450 -16.227 20.608 -0.23 0.03 0.17 0.09
H -8.316 -14.845 19.543 0.51 0.11 0.00 0.07
H -8.848 -14.576 21.205 0.22 -0.12 0.32 0.07
H -10.580 -14.537 19.865 -0.17 -0.10 -0.12 0.08
C -6.813 -10.306 19.243 0.12 -0.22 -1.45 -0.13
O -6.022 -10.719 18.077 -1.07 0.84 1.31 -0.12
H -7.263 -9.345 18.989 0.38 0.17 0.03 0.08
H -7.681 -10.945 19.404 0.09 -0.45 -0.03 0.06
H -6.260 -10.237 20.179 0.32 0.02 -0.13 0.05
H -5.438 -11.437 18.332 0.20 -0.18 0.30 0.01
C -3.388 -17.252 22.717 0.27 -0.62 -0.06 -0.08
C -4.011 -17.292 21.324 1.87 -0.08 0.29 -0.34
O -5.211 -16.622 21.380 -1.61 0.39 0.13 -0.08
H -2.533 -17.919 22.833 0.12 -0.13 -0.29 0.07
H -4.143 -17.644 23.397 -0.04 0.32 0.25 0.07
H -3.029 -16.267 23.017 -0.37 0.14 -0.06 0.06
H -4.088 -18.328 20.991 -0.47 -0.19 0.05 0.11
H -3.371 -16.822 20.577 0.32 0.08 -0.02 0.11
H -5.211 -15.925 20.720 -0.15 -0.04 -0.36 0.02
C -3.129 -13.314 26.078 0.42 0.02 0.36 -0.09
C -3.918 -13.646 24.842 -0.67 1.40 0.00 -0.31
O -3.441 -12.931 23.708 1.10 -0.80 -0.73 -0.10
H -2.063 -13.422 25.878 0.04 -0.16 -0.01 0.08
H -3.399 -13.984 26.895 0.01 0.00 0.08 0.08
H -3.271 -12.288 26.417 -0.15 0.08 -0.05 0.06
H -4.934 -13.261 24.932 -0.49 -0.67 0.55 0.10
H -3.928 -14.727 24.702 0.05 0.17 -0.59 0.10
H -3.826 -12.054 23.648 -0.30 -0.20 0.32 0.03
C -5.176 -18.564 15.644 -1.21 -0.64 0.73 -0.08
C -5.734 -17.626 16.713 0.71 0.22 -0.83 -0.33
O -4.711 -17.240 17.617 -0.04 -0.01 0.08 -0.12
H -6.055 -18.927 15.111 0.00 0.27 -0.60 0.07
H -4.841 -19.496 16.099 0.63 0.19 0.14 0.07
H -4.444 -18.136 14.959 -0.08 0.04 0.26 0.08
H -6.577 -18.052 17.257 -0.03 -0.35 -0.06 0.11
H -6.092 -16.724 16.216 -0.27 0.13 -0.16 0.09
H -5.138 -16.569 18.155 0.28 0.18 0.54 0.02
C -3.418 -8.375 20.007 -0.42 0.55 0.49 -0.06
C -3.741 -8.952 21.374 0.26 -0.58 -0.83 -0.27
O -3.584 -10.392 21.299 1.14 0.42 -0.57 -0.17
H -4.132 -8.724 19.261 0.21 -0.10 -0.10 0.08
H -2.386 -8.552 19.703 -0.04 -0.37 -0.01 0.07
H -3.493 -7.290 20.078 -0.15 0.13 -0.09 0.08
H -4.777 -8.805 21.677 -0.01 0.45 -0.17 0.11
H -3.086 -8.510 22.125 0.11 -0.19 0.19 0.11
H -4.216 -10.730 21.938 -0.15 -0.45 0.24 0.01
```
Positions in Å, forces in eV/Å.

Summary:
- molar mass (g mol⁻¹) = 522.0
- multiplicity = 7
- highest occupied orbital energy (spin up / spin down) (eV) = -5.5942 / -9.7644
- ⟨S²⟩ = 12.0021
- HOMO-LUMO gap (spin up / spin down) (eV) = 5.31 / 9.47
- F_max (eV/A) = 2.74

***

(2)
The molecule C22H25NO5. Source: OMol25; level of theory: ωB97M-V/def2-TZVPD.

```
53
Properties=species:S:1:pos:R:3:forces:R:3:lowdin_charge:R:1
C -5.513 -1.897 1.900 -0.03 -0.03 -0.05 -0.05
C -4.947 -0.980 0.859 -0.04 0.02 0.01 -0.27
C -5.788 -0.333 -0.042 0.17 -0.05 0.07 -0.03
C -5.274 0.507 -1.010 0.03 -0.03 0.00 -0.03
C -3.907 0.726 -1.131 0.09 -0.09 0.17 -0.20
C -3.373 1.658 -2.169 0.09 0.03 -0.18 -0.03
C -3.057 0.081 -0.223 -0.56 -0.12 -0.29 -0.11
C -1.596 0.277 -0.300 0.30 -0.02 0.36 -0.32
O -0.956 0.320 -1.322 -0.12 -0.03 0.00 0.13
C -0.890 0.449 1.055 -0.07 0.18 -0.11 -0.07
O 0.289 1.216 0.882 0.16 -0.22 0.12 -0.01
C 0.102 2.450 0.404 0.05 0.53 -0.11 -0.47
O -0.986 2.902 0.155 -0.07 -0.03 0.07 0.13
C 1.400 3.197 0.216 0.03 -0.18 0.07 -0.03
C 2.541 2.739 1.127 -0.08 0.23 -0.04 -0.09
N 3.053 1.435 0.765 -0.05 0.40 0.07 0.05
C 3.702 1.195 -0.428 0.18 -0.29 0.17 -0.38
O 3.898 2.032 -1.273 0.03 0.20 -0.20 0.12
C 4.105 -0.262 -0.456 0.12 -0.03 -0.32 -0.12
C 3.324 -1.059 -1.517 0.09 0.08 -0.26 -0.23
C 3.873 -2.491 -1.513 0.10 0.04 -0.16 -0.13
C 3.342 -3.066 -0.182 -0.03 -0.11 0.17 -0.13
C 2.562 -1.891 0.420 -0.09 -0.12 0.23 -0.24
C 1.971 -1.244 -0.833 -0.04 0.07 0.00 -0.09
C 3.593 -0.838 0.869 -0.06 -0.25 0.22 -0.12
C 2.951 0.329 1.586 0.26 -0.19 -0.02 -0.38
O 2.450 0.334 2.679 -0.09 -0.09 0.19 0.12
C -3.586 -0.751 0.763 0.03 0.15 -0.20 0.01
H -6.312 -1.404 2.450 -0.05 -0.02 0.09 0.08
H -5.932 -2.786 1.429 -0.03 -0.09 0.05 0.08
H -4.745 -2.210 2.603 0.01 -0.05 0.08 0.07
H -6.855 -0.490 0.022 -0.12 -0.01 0.01 0.11
H -5.947 1.006 -1.692 -0.05 0.07 -0.07 0.11
H -2.701 2.384 -1.714 0.04 0.07 -0.07 0.08
H -4.184 2.184 -2.666 -0.06 0.04 -0.02 0.08
H -2.801 1.107 -2.914 0.02 0.07 -0.06 0.09
H -1.558 0.938 1.770 0.09 -0.12 -0.09 0.15
H -0.555 -0.515 1.444 -0.07 0.04 0.01 0.14
H 1.705 3.075 -0.828 -0.06 0.06 0.04 0.13
H 1.199 4.257 0.376 -0.04 -0.08 -0.03 0.13
H 2.210 2.668 2.166 0.12 0.04 -0.11 0.13
H 3.360 3.461 1.048 -0.11 -0.08 0.06 0.14
H 5.183 -0.336 -0.609 -0.03 0.06 0.02 0.16
H 3.319 -0.580 -2.494 0.00 0.03 -0.01 0.15
H 4.960 -2.511 -1.569 0.05 -0.01 -0.06 0.11
H 3.482 -3.047 -2.365 0.03 -0.01 -0.03 0.11
H 4.144 -3.403 0.475 0.00 -0.06 0.06 0.11
H 2.676 -3.911 -0.357 0.01 -0.03 0.02 0.11
H 1.868 -2.170 1.210 -0.02 0.00 0.03 0.15
H 1.312 -1.914 -1.382 -0.07 -0.03 -0.05 0.13
H 1.447 -0.311 -0.645 -0.10 0.04 -0.03 0.10
H 4.358 -1.277 1.511 -0.03 0.07 0.01 0.16
H -2.917 -1.252 1.449 0.07 -0.06 0.15 0.12
```
Positions in Å, forces in eV/Å.

Summary:
- molar mass (g mol⁻¹) = 383.4
- structure (SMILES) = Cc1ccc(C)c(C(=O)COC(=O)CCN2C(=O)[C@@H]3[C@H]4CC[C@H](C4)[C@@H]3C2=O)c1
- highest occupied orbital energy (eV) = -8.9957
- HOMO-LUMO gap (eV) = 9.46
- F_max (eV/A) = 0.64

***

(3)
A structure of composition C24H43BN6SbV. Source: OMol25; level of theory: ωB97M-V/def2-TZVPD.

```
76
Properties=species:S:1:pos:R:3:forces:R:3:lowdin_charge:R:1
V 0.159 0.266 0.346 -0.32 0.01 -0.41 0.72
C -1.414 0.882 3.617 -0.02 0.05 0.06 -0.02
C -0.049 0.280 3.536 -0.17 0.09 -0.10 -0.33
C 0.775 -0.116 4.586 0.04 -0.03 0.06 0.04
C 1.903 -0.652 3.988 0.25 -0.02 0.02 -0.25
C 3.123 -1.250 4.611 -0.09 0.01 0.07 -0.01
N 1.753 -0.556 2.659 -0.39 -0.21 -0.38 0.04
N 0.543 0.024 2.368 0.32 0.00 0.49 -0.02
B 2.534 -1.269 1.515 0.12 0.14 0.10 -0.47
N 1.570 -2.246 0.777 -0.11 0.56 0.04 0.04
N 0.422 -1.752 0.218 0.14 -0.90 0.00 -0.03
C -0.211 -2.783 -0.350 -0.01 0.15 -0.01 -0.31
C -1.515 -2.605 -1.053 -0.09 0.01 -0.04 -0.02
C 0.532 -3.948 -0.166 0.03 -0.09 0.01 0.04
C 1.652 -3.565 0.551 0.23 -0.05 0.14 -0.25
C 2.804 -4.376 1.046 -0.05 -0.10 -0.05 -0.01
N 3.023 -0.187 0.506 -0.53 -0.29 -0.19 0.04
N 2.098 0.454 -0.286 0.96 0.14 0.01 -0.02
C 2.797 1.102 -1.227 -0.20 0.00 -0.02 -0.32
C 2.152 1.891 -2.317 0.00 0.15 0.01 -0.03
C 4.158 0.892 -1.042 0.11 0.00 0.01 0.03
C 4.260 0.063 0.060 0.15 -0.05 0.22 -0.25
C 5.474 -0.502 0.723 0.02 0.04 -0.10 0.00
H -1.859 0.672 4.588 0.03 0.02 0.01 0.09
H -2.084 0.467 2.863 0.05 -0.05 -0.03 0.07
H -1.393 1.968 3.493 0.04 0.00 0.00 0.07
H 0.572 -0.038 5.641 0.01 0.00 -0.03 0.12
H 3.110 -1.073 5.684 -0.01 -0.01 0.00 0.09
H 4.035 -0.815 4.205 -0.03 0.03 -0.02 0.08
H 3.167 -2.326 4.443 -0.02 0.00 0.00 0.09
H 3.470 -1.868 1.963 -0.14 0.10 -0.06 0.12
H -1.857 -1.568 -1.031 0.07 0.05 0.05 0.06
H -2.295 -3.211 -0.591 0.02 -0.03 0.00 0.09
H -1.443 -2.900 -2.100 0.02 -0.04 0.01 0.09
H 0.292 -4.943 -0.503 -0.01 0.04 0.00 0.12
H 2.686 -5.415 0.747 -0.03 0.01 -0.01 0.09
H 2.874 -4.340 2.133 -0.02 0.01 -0.01 0.09
H 3.749 -4.013 0.642 -0.02 0.03 -0.02 0.08
H 1.167 1.507 -2.569 -0.06 -0.08 0.02 0.05
H 2.767 1.846 -3.215 -0.01 0.02 0.01 0.09
H 2.045 2.945 -2.047 0.02 -0.02 0.02 0.08
H 4.967 1.281 -1.639 -0.03 -0.01 0.02 0.12
H 6.367 -0.034 0.313 -0.01 -0.01 -0.01 0.09
H 5.551 -1.578 0.566 -0.02 0.00 -0.02 0.09
H 5.458 -0.326 1.798 -0.02 0.02 -0.01 0.08
C -1.323 3.378 -3.142 -0.06 0.11 0.01 -0.14
C -1.021 4.161 -1.862 -0.03 -0.06 -0.30 -0.55
C -2.057 5.265 -1.658 0.02 0.04 -0.09 -0.13
Sb -0.765 2.877 -0.165 -0.18 0.23 0.46 1.51
C -2.734 2.791 0.718 -0.18 0.01 0.08 -0.57
C -3.321 4.021 1.407 -0.01 -0.01 -0.05 -0.12
C -3.682 2.229 -0.347 -0.08 -0.01 0.08 -0.15
C 0.564 4.160 0.962 0.05 0.11 0.00 -0.55
C 1.291 3.416 2.078 0.03 0.01 0.03 -0.14
C -0.019 5.476 1.468 0.04 0.05 0.03 -0.12
H -1.387 4.062 -3.994 0.00 0.00 0.03 0.09
H -2.284 2.863 -3.072 0.02 0.02 0.01 0.07
H -0.563 2.637 -3.378 0.07 -0.05 0.02 0.05
H -0.029 4.615 -1.939 0.00 0.02 -0.06 0.08
H -3.071 4.873 -1.738 -0.02 -0.02 0.01 0.07
H -1.940 6.011 -2.448 -0.03 -0.01 0.00 0.09
H -1.977 5.783 -0.705 0.06 -0.01 0.01 0.05
H -2.595 2.020 1.479 -0.04 0.03 -0.03 0.03
H -3.553 4.815 0.698 0.03 0.01 -0.02 0.07
H -2.660 4.435 2.166 0.01 -0.04 0.01 0.05
H -4.257 3.750 1.904 0.01 -0.02 -0.03 0.09
H -3.885 2.957 -1.132 0.00 0.03 -0.01 0.06
H -4.643 1.967 0.104 0.02 0.02 0.01 0.09
H -3.297 1.327 -0.830 0.05 -0.02 0.02 0.06
H 1.292 4.384 0.173 0.04 0.03 0.02 0.08
H 0.615 3.149 2.894 -0.05 -0.01 0.01 0.07
H 2.067 4.058 2.504 -0.04 -0.01 -0.01 0.09
H 1.774 2.499 1.737 -0.01 -0.03 -0.06 0.05
H -0.764 5.314 2.247 0.02 -0.02 0.01 0.06
H -0.474 6.082 0.686 0.02 -0.06 -0.02 0.06
H 0.780 6.077 1.913 0.00 -0.02 -0.01 0.09
```
Positions in Å, forces in eV/Å.

Summary:
- molar mass (g mol⁻¹) = 599.2
- multiplicity = 4
- highest occupied orbital energy (spin up / spin down) (eV) = -10.7317 / -11.5415
- ⟨S²⟩ = 3.7606
- HOMO-LUMO gap (spin up / spin down) (eV) = 8.15 / 9.00
- charge = +1
- F_max (eV/A) = 0.97